Entry 1:
ORCA calculation (the ωB97M-V functional and the def2-TZVPD basis) on a molecular structure, C17H17BIrN9Se4.

Summary:
Expectation value of S²: 8.774
E_LUMO (spin up / spin down): -3.61 / -5.67 eV
2S+1: 6
Total charge: +1

Element x y z (Å)
Ir (-1.46551, 0.63583, 0.21467)
C (-0.73474, -3.20315, -1.70093)
C (-1.57130, -2.15596, -1.34690)
N (-0.96435, -1.35701, -0.46165)
N (0.24952, -1.89384, -0.20399)
C (0.41104, -2.99793, -0.94398)
B (1.24215, -1.14820, 0.76823)
N (1.67797, 0.16168, 0.06720)
C (2.86885, 0.52154, -0.44773)
C (2.71062, 1.71592, -1.12033)
C (1.36288, 2.02456, -0.97093)
N (0.73985, 1.08979, -0.26003)
N (0.49527, -0.80793, 2.08301)
C (0.90651, -1.07869, 3.33331)
C (-0.01259, -0.55432, 4.22341)
C (-0.97509, 0.03577, 3.41594)
N (-0.65266, -0.10104, 2.12879)
N (2.36565, -2.10999, 1.10890)
C (2.19529, -3.38049, 1.57392)
C (3.41116, -3.84933, 1.98879)
C (4.29208, -2.77462, 1.74045)
N (3.66485, -1.74534, 1.20962)
H (-0.92969, -4.00279, -2.39328)
H (-2.56512, -1.93607, -1.70558)
H (1.32392, -3.56637, -0.89421)
H (3.73831, -0.08716, -0.27852)
H (3.46407, 2.28830, -1.63230)
H (0.82500, 2.88040, -1.34011)
H (1.81918, -1.62193, 3.51185)
H (0.01032, -0.59809, 5.29780)
H (-1.88069, 0.54420, 3.70333)
H (1.22123, -3.84462, 1.59861)
H (3.64003, -4.81414, 2.40636)
H (5.35551, -2.72003, 1.91386)
Se (-2.42411, 2.59953, 1.77211)
Se (-4.58904, 2.90823, 1.99152)
Se (-5.64240, 1.28339, 0.53686)
Se (-4.08009, -0.14754, -0.06221)
C (-2.09148, 3.72743, -3.78232)
C (-2.21800, 2.34754, -3.82998)
C (-2.05377, 1.62579, -2.66362)
N (-1.78791, 2.19569, -1.48137)
C (-1.66273, 3.52631, -1.44510)
C (-1.80387, 4.32449, -2.56484)
H (-2.20889, 4.32474, -4.67677)
H (-2.43393, 1.83132, -4.75447)
H (-2.12688, 0.54385, -2.66837)
H (-1.42859, 3.96486, -0.48419)
H (-1.68783, 5.39543, -2.47487)

---

Entry 2:
ORCA calculation (the ωB97M-V functional and the def2-TZVPD basis) on a molecular structure, C17H17BrKN6 in a non-equilibrium geometry.

Summary:
E_LUMO: -2.56 eV
Total charge: +1

Element x y z (Å)
K (0.63953, 1.74083, 1.30827)
C (1.88291, 1.28711, 7.30573)
C (2.24324, 1.80603, 5.93552)
C (3.41204, 2.60618, 5.71755)
C (3.71662, 3.06278, 4.44311)
C (2.81143, 2.69527, 3.40381)
Br (3.18289, 3.31529, 1.63803)
N (1.72862, 1.95809, 3.59594)
C (1.44385, 1.50606, 4.85191)
H (2.63102, 1.62399, 8.04701)
H (1.85870, 0.16989, 7.30636)
H (0.87750, 1.63937, 7.62738)
H (4.03413, 2.83620, 6.58932)
H (4.58408, 3.70166, 4.22705)
H (0.54169, 0.88631, 4.93037)
C (-0.35812, -1.51727, -0.08998)
C (-1.25286, -0.38696, -0.49219)
N (-1.12101, 0.87767, -0.12075)
C (-2.14770, 1.59136, -0.73028)
C (-2.93120, 0.78542, -1.49640)
N (-2.34704, -0.51294, -1.34634)
C (-2.86855, -1.74436, -1.91933)
N (-1.90404, -2.31163, -2.86418)
N (-1.44677, -3.59645, -2.62458)
N (-0.63038, -3.93500, -3.61726)
C (-0.54415, -2.87661, -4.52008)
C (0.18283, -2.74789, -5.70479)
C (0.07436, -1.52756, -6.36762)
C (-0.73650, -0.46984, -5.89426)
C (-1.46850, -0.57746, -4.71128)
C (-1.33984, -1.81048, -4.05606)
H (0.29114, -1.20013, 0.76001)
H (0.30334, -1.81334, -0.93323)
H (-0.95684, -2.39388, 0.22509)
H (-2.23597, 2.66316, -0.55964)
H (-3.80783, 0.99916, -2.10939)
H (-3.80488, -1.49901, -2.47320)
H (-3.07308, -2.53464, -1.15741)
H (0.80481, -3.58981, -6.03907)
H (0.63787, -1.36177, -7.28500)
H (-0.79556, 0.43664, -6.49373)
H (-2.11179, 0.21858, -4.30639)

---

Entry 3:
ORCA calculation (the ωB97M-V functional and the def2-TZVPD basis) on a molecular structure, C17H17BrN2O2Ti.

Summary:
Expectation value of S²: 0.755
E_LUMO (spin up / spin down): -4.24 / -4.39 eV
2S+1: 2
Total charge: +1

Element x y z (Å)
Ti (-0.25994, 0.12223, 0.25373)
O (-0.50588, 3.66186, -2.00646)
C (0.64278, 4.28533, -1.62955)
C (0.92622, 5.51549, -2.21031)
C (2.08892, 6.18797, -1.88392)
C (2.98332, 5.65197, -0.96343)
C (2.69875, 4.43132, -0.38141)
C (1.53837, 3.73140, -0.71092)
C (1.35663, 2.35642, -0.13070)
O (0.00994, 1.94685, 0.06278)
N (2.01930, 1.37635, -1.03832)
N (1.32682, 0.20057, -1.14860)
C (1.60484, -0.63443, -2.07768)
C (0.83701, -1.83564, -2.29119)
Br (-0.87598, -1.87279, -1.37822)
C (1.10755, -2.86351, -3.09746)
C (2.37508, -3.04852, -3.80542)
C (3.60587, -2.73632, -3.22403)
C (4.77927, -2.91778, -3.93652)
C (4.73675, -3.41120, -5.23276)
C (3.51765, -3.74660, -5.81011)
C (2.34480, -3.58192, -5.09708)
H (-0.70165, 2.97620, -1.35353)
H (0.21244, 5.92640, -2.91208)
H (2.29548, 7.14598, -2.34238)
H (3.88559, 6.18506, -0.69816)
H (3.37892, 4.00074, 0.34510)
H (1.86620, 2.30771, 0.83340)
H (2.29649, 1.77725, -1.92776)
H (2.41274, -0.43488, -2.77843)
H (0.33935, -3.61192, -3.25836)
H (3.64838, -2.40158, -2.19422)
H (5.72990, -2.69027, -3.47332)
H (5.65454, -3.55394, -5.78690)
H (3.48485, -4.14683, -6.81424)
H (1.39624, -3.85388, -5.54409)
C (0.53501, -0.60949, 1.99637)
H (1.48949, -1.11207, 1.81741)
H (-0.15293, -1.32650, 2.46072)
H (0.70129, 0.21244, 2.69872)

---

Entry 4:
ORCA calculation (the ωB97M-V functional and the def2-TZVPD basis) on a molecular structure, C17H17Cl6N3 in a non-equilibrium geometry.

Summary:
E_LUMO: -0.05 eV

Element x y z (Å)
N (-3.58525, -2.81665, 2.38500)
C (-3.92550, -1.85887, 1.51006)
C (-3.00735, -1.31013, 0.59372)
C (-1.68069, -1.62984, 0.75046)
C (-1.30201, -2.62355, 1.63135)
C (-2.31410, -3.24029, 2.42259)
H (-4.96291, -1.66121, 1.28396)
H (-3.45379, -0.67519, -0.15724)
H (-0.97525, -1.17450, 0.07117)
H (-0.27910, -2.96941, 1.61021)
H (-1.99177, -4.01917, 3.09776)
N (-1.20215, 4.86275, 2.31963)
C (-2.00029, 4.27176, 3.26008)
C (-2.19508, 2.88743, 3.35119)
C (-1.59068, 2.01779, 2.44619)
C (-0.75077, 2.59680, 1.54213)
C (-0.54762, 3.96896, 1.49997)
H (-2.66131, 4.90795, 3.82991)
H (-2.85310, 2.45642, 4.09122)
H (-1.78389, 0.95585, 2.40950)
H (-0.21424, 1.96862, 0.84648)
H (0.09838, 4.39589, 0.74710)
N (2.83337, -4.23974, -1.99859)
C (2.24395, -3.06771, -2.29610)
C (2.63365, -1.85818, -1.68962)
C (3.73123, -1.82660, -0.81302)
C (4.48599, -3.02236, -0.62675)
C (3.92048, -4.21118, -1.16492)
H (1.36454, -3.09744, -2.92233)
H (2.00603, -0.98202, -1.75906)
H (4.04036, -0.90045, -0.35140)
H (5.38187, -3.09388, -0.02785)
H (4.44939, -5.15131, -1.11191)
C (-0.12413, 0.65844, -1.54681)
Cl (-1.50144, -0.48659, -1.56633)
Cl (1.34581, -0.12127, -0.89252)
Cl (-0.56293, 2.12024, -0.61347)
H (0.13812, 1.03425, -2.53580)
C (1.42029, 3.43182, -3.91393)
Cl (0.25221, 4.71323, -4.32792)
Cl (1.74780, 2.33770, -5.25973)
Cl (0.96205, 2.59844, -2.38763)
H (2.40981, 3.85319, -3.73675)

---

Entry 5:
ORCA calculation (the ωB97M-V functional and the def2-TZVPD basis) on C17H17ClN2O3S in the gas phase.

Summary:
E_LUMO: 0.48 eV
SMILES string: O=C(COc1ccc(Cl)cc1)N1CCN(C(=O)c2cccs2)CC1

Element x y z (Å)
O (-1.91801, 2.98297, 0.83057)
C (-1.43274, 2.03856, 1.42673)
C (-0.83412, 2.22864, 2.82424)
O (0.39856, 1.58346, 3.04924)
C (1.47655, 1.94387, 2.29377)
C (1.47300, 2.92877, 1.31230)
C (2.63051, 3.19893, 0.60093)
C (3.78848, 2.48976, 0.86487)
Cl (5.22872, 2.82945, -0.03165)
C (3.80431, 1.50640, 1.84360)
C (2.65255, 1.23692, 2.55178)
N (-1.40772, 0.79778, 0.90438)
C (-0.88600, -0.39285, 1.54744)
C (-1.55105, -1.62701, 0.95526)
N (-1.25747, -1.72448, -0.46361)
C (-1.34123, -2.95368, -1.03725)
O (-1.66913, -3.93203, -0.38775)
C (-1.00671, -3.06486, -2.46834)
C (-0.00289, -2.50312, -3.20941)
C (0.03120, -2.98082, -4.53407)
C (-0.94256, -3.89757, -4.78026)
S (-1.90445, -4.21680, -3.39847)
C (-1.08793, -0.46507, -1.15421)
C (-1.90219, 0.61239, -0.44893)
H (-0.75726, 3.30886, 2.99955)
H (-1.51896, 1.80712, 3.56739)
H (0.58339, 3.49380, 1.08718)
H (2.62603, 3.96387, -0.15934)
H (4.71080, 0.95891, 2.04692)
H (2.63974, 0.47950, 3.31936)
H (-1.08332, -0.35588, 2.61983)
H (0.19983, -0.46045, 1.40352)
H (-1.17644, -2.53385, 1.43621)
H (-2.63544, -1.58892, 1.11894)
H (0.70892, -1.79873, -2.81905)
H (0.74761, -2.65516, -5.26660)
H (-1.15109, -4.40937, -5.69860)
H (-0.03081, -0.16675, -1.15998)
H (-1.42517, -0.56393, -2.18816)
H (-2.96148, 0.33157, -0.43010)
H (-1.81602, 1.56979, -0.96822)

---

Entry 6:
ORCA calculation (the ωB97M-V functional and the def2-TZVPD basis) on C17H17ClN2O4S in the gas phase in a non-equilibrium geometry.

Summary:
E_LUMO: -0.02 eV
SMILES string: Nc1c(OCCCO)cccc1OCc1cc(-c2ccc(Cl)s2)on1

Element x y z (Å)
N (-2.03067, 0.93016, 1.01678)
C (-1.49053, 0.78577, -0.26359)
C (-1.58973, 1.87593, -1.17572)
O (-2.30220, 2.99056, -0.77040)
C (-1.94633, 4.26721, -1.35975)
C (-2.65958, 5.41546, -0.63974)
C (-2.42975, 6.78241, -1.26898)
O (-3.16878, 7.77637, -0.57040)
C (-1.03719, 1.71251, -2.46676)
C (-0.33088, 0.53103, -2.81016)
C (-0.20908, -0.49185, -1.90762)
C (-0.77795, -0.39968, -0.62928)
O (-0.62914, -1.42018, 0.26503)
C (0.25802, -1.09108, 1.34415)
C (1.43979, -2.00553, 1.42663)
C (1.41150, -3.45309, 1.36309)
C (2.68611, -3.90365, 1.44281)
C (3.06430, -5.30238, 1.54885)
C (4.30473, -5.74583, 1.98290)
C (4.39282, -7.17523, 1.92174)
C (3.26131, -7.77412, 1.45747)
Cl (3.16994, -9.48634, 1.24057)
S (1.97484, -6.62575, 1.13571)
O (3.50450, -2.79675, 1.56855)
N (2.69246, -1.63252, 1.55989)
H (-2.63705, 1.75079, 1.10881)
H (-2.28671, 0.03691, 1.48242)
H (-2.22459, 4.29955, -2.41302)
H (-0.84217, 4.40640, -1.31545)
H (-2.28745, 5.46206, 0.40641)
H (-3.74562, 5.22705, -0.62287)
H (-2.73461, 6.75879, -2.29340)
H (-1.35611, 7.06199, -1.18777)
H (-4.11454, 7.65975, -0.71677)
H (-1.10272, 2.46367, -3.22070)
H (0.09887, 0.49833, -3.78666)
H (0.37880, -1.35763, -2.12823)
H (-0.27260, -1.15132, 2.28751)
H (0.65905, -0.04464, 1.22670)
H (0.50751, -4.02068, 1.31155)
H (5.11029, -5.08260, 2.27239)
H (5.29115, -7.73184, 2.17728)

---

Number 1: M 866.255 g mol⁻¹. Number 2: M 424.367 g mol⁻¹. Number 3: M 409.106 g mol⁻¹. Number 4: M 476.062 g mol⁻¹. Number 5: M 364.854 g mol⁻¹. Number 6: M 380.853 g mol⁻¹.